[1]
Computed, not measured: C38H51BrNP3Pt as an isolated structure at a distorted geometry, with ωB97M-V with the def2-TZVPD basis set.

The energy above the lowest of the compared OMol25 structures with the same formula, charge and spin comes out at 0.0000 eV.

Geometry as ORCA input:
```
! RIJCOSX wB97M-V def2-TZVPD def2/J DEFGRID3
* xyz 2 3
C -0.866 6.755 -4.880
C -1.077 5.394 -5.166
C -1.354 5.033 -6.497
C -1.419 6.041 -7.470
N -1.225 7.332 -7.180
C -0.951 7.690 -5.921
C -0.981 4.415 -4.119
C -0.857 3.588 -3.229
C -0.569 2.723 -2.135
C 0.539 2.994 -1.308
C 0.835 2.189 -0.211
C 0.014 1.084 0.020
C -1.103 0.788 -0.771
C -1.386 1.607 -1.859
Pt 0.356 -0.239 1.553
P 1.965 -1.604 0.623
H -1.513 3.991 -6.784
H -0.634 7.090 -3.866
H -1.635 5.794 -8.514
H -0.791 8.754 -5.723
H -2.238 1.391 -2.501
H 1.169 3.859 -1.545
H -1.716 -0.070 -0.502
H 1.662 2.393 0.461
C 2.208 -3.263 1.358
C 3.072 -4.218 0.543
H 1.189 -3.654 1.503
H 2.619 -3.108 2.367
H 3.245 -5.146 1.099
H 2.590 -4.496 -0.398
H 4.049 -3.786 0.321
C 1.588 -1.890 -1.143
C 2.580 -1.257 -2.116
H 0.581 -1.478 -1.308
H 1.512 -2.976 -1.304
H 2.271 -1.470 -3.149
H 2.609 -0.166 -2.003
H 3.597 -1.652 -1.985
C 3.478 -0.610 0.862
C 4.819 -1.350 0.805
H 3.363 -0.115 1.841
H 3.441 0.195 0.112
H 5.631 -0.626 0.963
H 4.903 -2.111 1.592
H 4.986 -1.829 -0.169
Br -0.857 -2.277 2.407
P -2.772 -4.131 -2.661
C -0.922 -4.229 -2.574
C -0.473 -5.680 -2.763
H -0.600 -3.829 -1.600
H -0.515 -3.584 -3.368
H 0.596 -5.729 -3.004
H -0.636 -6.270 -1.853
H -1.022 -6.155 -3.587
C -3.198 -3.886 -0.874
C -4.614 -4.399 -0.594
H -3.075 -2.830 -0.590
H -2.464 -4.475 -0.307
H -4.762 -4.533 0.483
H -5.385 -3.703 -0.948
H -4.775 -5.369 -1.080
C -3.014 -2.429 -3.344
C -3.247 -2.475 -4.858
H -2.140 -1.811 -3.085
H -3.898 -2.026 -2.827
H -3.663 -1.522 -5.209
H -2.313 -2.651 -5.406
H -3.958 -3.268 -5.120
C -2.027 1.244 3.391
P -0.253 0.982 3.390
C 0.473 2.643 3.597
C -0.214 3.759 3.090
C 0.104 5.030 3.582
C 1.136 5.187 4.520
C 1.936 4.091 4.869
C 1.631 2.823 4.369
C 0.180 0.122 4.943
C 1.486 -0.366 5.081
C 1.861 -1.075 6.227
C 0.906 -1.379 7.203
C -0.399 -0.898 7.065
C -0.768 -0.154 5.939
H -2.261 1.837 2.494
H -2.357 1.768 4.303
H -2.500 0.258 3.319
H -1.012 3.628 2.362
H -0.475 5.894 3.252
H 1.321 6.164 4.969
H 2.778 4.217 5.557
H 2.248 1.967 4.633
H 2.202 -0.198 4.275
H 2.899 -1.386 6.343
H 1.183 -1.986 8.062
H -1.140 -1.107 7.843
H -1.786 0.209 5.818
*
```

---

[2]
Computed, not measured: a 8-piece molecular cluster, C38H51FN8O overall at a distorted geometry, with ωB97M-V with the def2-TZVPD basis set.

For the calculated total energy, the calculation gives -56913.8357 eV.

Geometry as ORCA input:
```
! RIJCOSX wB97M-V def2-TZVPD def2/J DEFGRID3
* xyz 0 1
C 1.892 -2.529 -1.232
C 1.909 -3.669 -1.986
C 3.171 -4.580 -1.955
C 3.934 -4.410 -0.635
C 5.284 -3.617 -0.713
O 5.387 -2.530 -1.077
N 6.372 -4.401 -0.216
C 5.717 -5.424 0.600
C 5.400 -4.732 1.946
C 6.468 -6.741 0.899
C 5.693 -7.557 1.980
C 4.534 -5.813 -0.303
F 5.150 -6.189 -1.537
H 2.605 -1.746 -1.479
H 1.202 -2.467 -0.398
H 1.089 -4.006 -2.617
H 2.799 -5.591 -2.080
H 3.822 -4.307 -2.793
H 3.338 -4.199 0.251
H 7.029 -4.713 -0.921
H 6.106 -5.035 2.714
H 5.466 -3.648 1.890
H 4.392 -4.995 2.277
H 6.519 -7.398 0.029
H 7.492 -6.593 1.247
H 5.799 -8.629 1.833
H 6.094 -7.259 2.946
H 4.631 -7.319 1.987
H 3.884 -6.631 -0.014
C 7.470 -4.769 -5.775
C 6.935 -3.485 -5.483
C 6.294 -3.575 -4.276
N 6.416 -4.864 -3.829
C 7.136 -5.595 -4.735
H 8.035 -5.051 -6.648
H 7.014 -2.598 -6.089
H 5.763 -2.837 -3.698
H 6.037 -5.223 -2.967
H 7.345 -6.638 -4.563
C 5.560 1.650 -1.251
C 5.744 0.479 -0.467
C 5.948 0.887 0.824
N 5.898 2.256 0.850
C 5.658 2.728 -0.411
H 5.377 1.695 -2.313
H 5.726 -0.544 -0.811
H 6.124 0.324 1.726
H 6.020 2.825 1.667
H 5.580 3.786 -0.601
C -1.123 1.542 -2.347
C 0.087 2.287 -2.365
C 1.082 1.440 -2.777
N 0.519 0.214 -3.006
C -0.823 0.269 -2.750
H -2.101 1.900 -2.069
H 0.213 3.326 -2.104
H 2.136 1.602 -2.925
H 1.015 -0.604 -3.314
H -1.445 -0.600 -2.875
C 0.054 -0.094 0.498
C -0.297 -1.029 1.510
C -0.654 -0.315 2.624
N -0.528 1.014 2.326
C -0.103 1.156 1.031
H 0.379 -0.315 -0.502
H -0.289 -2.104 1.431
H -0.983 -0.636 3.598
H -0.720 1.769 2.959
H 0.052 2.132 0.604
C -6.402 2.602 -0.981
C -7.164 2.520 -2.177
C -6.335 2.863 -3.210
N -5.104 3.154 -2.687
C -5.135 2.992 -1.329
H -6.744 2.395 0.021
H -8.201 2.240 -2.267
H -6.514 2.927 -4.270
H -4.301 3.440 -3.218
H -4.258 3.169 -0.730
C -9.153 5.291 2.888
C -9.926 5.910 1.869
C -9.328 5.614 0.672
N -8.226 4.847 0.929
C -8.114 4.641 2.275
H -9.340 5.317 3.950
H -10.817 6.502 2.001
H -9.591 5.884 -0.337
H -7.594 4.487 0.232
H -7.308 4.053 2.680
C -10.795 8.200 7.417
C -11.567 8.816 6.397
C -10.971 8.521 5.200
N -9.868 7.755 5.457
C -9.756 7.550 6.805
H -10.982 8.228 8.478
H -12.458 9.408 6.528
H -11.235 8.790 4.191
H -9.236 7.396 4.761
H -8.949 6.964 7.210
*
```

---

[3]
Computed, not measured: C38H52BiN2O2P2 as an isolated structure at a distorted geometry, with ωB97M-V with the def2-TZVPD basis set.

For the calculated total energy, the calculation gives -71733.7782 eV.

Geometry as ORCA input:
```
! RIJCOSX wB97M-V def2-TZVPD def2/J DEFGRID3
* xyz 1 1
Bi 0.323 -0.019 0.036
C 3.618 1.301 -1.072
C 3.297 2.344 -0.161
C 3.446 0.381 1.038
C 3.707 0.088 -0.337
C 3.178 1.777 1.137
C 3.879 1.453 -2.523
H 3.304 2.289 -2.944
H 3.616 0.534 -3.065
H 4.948 1.657 -2.709
C 4.131 -1.233 -0.854
H 4.070 -1.295 -1.949
H 3.529 -2.056 -0.439
H 5.177 -1.441 -0.569
C 3.620 -0.563 2.169
H 4.698 -0.730 2.354
H 3.153 -1.542 1.971
H 3.180 -0.163 3.095
C 2.872 2.507 2.388
H 3.792 2.853 2.889
H 2.339 1.864 3.102
H 2.253 3.393 2.198
C 3.114 3.776 -0.489
H 3.980 4.381 -0.173
H 2.229 4.184 0.021
H 2.988 3.922 -1.568
C -1.038 0.439 -2.035
C -0.245 1.477 -2.530
C -0.444 2.913 -2.309
C -1.234 3.413 -1.058
C -0.901 2.852 0.259
C -1.389 1.631 0.727
C -2.522 0.842 0.054
C -2.441 0.672 -1.476
H -0.958 3.411 -3.155
H -2.329 3.319 -1.255
H 0.565 3.359 -2.269
H -2.951 1.504 -1.991
H -0.910 -0.544 -2.519
H 0.604 1.207 -3.165
H -3.039 -0.219 -1.748
H -2.548 -0.172 0.489
H -1.218 1.339 1.781
H -3.502 1.300 0.273
H -1.057 4.506 -1.006
H -0.274 3.442 0.940
P -4.592 3.462 -1.393
C -5.552 2.360 -2.512
C -5.011 5.042 -2.260
P -5.109 4.101 1.495
C -5.921 3.584 -0.098
C -5.765 5.847 1.510
C -6.495 3.506 2.571
H -5.662 1.371 -2.050
H -5.015 2.269 -3.464
H -6.539 2.820 -2.668
H -6.083 5.018 -2.514
H -4.410 5.092 -3.178
H -4.788 5.912 -1.627
H -7.445 3.945 2.233
H -6.266 3.839 3.590
H -6.544 2.411 2.538
H -6.414 2.601 0.017
H -6.658 4.347 -0.419
H -5.558 6.238 2.516
H -6.853 5.836 1.340
H -5.263 6.475 0.764
O -0.124 -2.688 -2.312
C 0.148 -3.093 -1.196
N 0.418 -4.409 -0.784
C 1.195 -4.388 0.441
C 0.835 -3.002 0.982
O 1.017 -2.526 2.106
N 0.241 -2.300 -0.043
C 0.913 -5.574 1.356
C 0.851 -5.398 2.735
C 0.883 -6.509 3.582
C 0.907 -7.796 3.038
C 0.897 -7.970 1.644
C 0.879 -6.854 0.799
C 2.712 -4.390 0.126
C 3.594 -4.190 1.196
C 4.973 -4.240 0.981
C 5.470 -4.514 -0.295
C 4.590 -4.749 -1.354
C 3.207 -4.705 -1.145
H 0.411 -5.146 -1.467
H 0.826 -4.392 3.147
H 0.886 -6.359 4.660
H 0.956 -8.671 3.693
H 0.903 -8.969 1.206
H 0.890 -6.990 -0.285
H 3.183 -4.041 2.200
H 5.647 -4.088 1.826
H 6.545 -4.558 -0.463
H 4.963 -4.990 -2.349
H 2.518 -4.932 -1.963
*
```